C4H3N2O4 | ωB97M-V/def2-TZVPD

Each line ends with the natural charge from an NBO analysis.
Cartesian coordinates (Å):
C -1.81845 -1.04280 0.11819  0.73
C 0.20030 0.77497 0.31818  0.81
C -1.56353 0.46259 -0.16474  -0.04
C 2.27043 -0.27998 -0.15893  -0.27
N -2.05633 1.36560 -1.16696  -0.08
N -2.46441 1.56912 -0.01351  -0.08
O -2.90534 -1.49040 -0.33667  -0.76
O -0.94795 -1.50425 0.84491  -0.74
O 0.43632 1.45226 1.24494  -0.63
O 0.95408 0.07752 -0.42958  -0.50
H 2.76344 -0.64490 -1.05199  0.18
H 2.20463 -1.18134 0.38913  0.20
H 2.92682 0.44160 0.40703  0.18

Energy above the lowest of the compared OMol25 structures with the same formula, charge and spin = 3.404 eV
SMILES = COC(=O)C1(C(=O)[O-])N=N1
Total charge = -1
E_LUMO = 3.47 eV

***

C25H45BCl4OSi | ωB97M-V/def2-TZVPD

Each line ends with the Löwdin charge.
Cartesian coordinates (Å):
Cl -0.33487 3.18807 5.55985  0.52
B -1.42722 1.81385 5.01205  -1.86
Cl -2.80428 1.49941 6.23093  0.50
Cl -2.19116 2.14655 3.31832  0.51
O -0.56411 0.59609 4.93246  -0.06
C -1.02308 -0.56936 4.65187  -0.06
C -0.24000 -1.73405 4.93582  -0.16
C -0.79641 -3.02318 4.76285  0.01
C -0.02617 -4.16023 4.95918  -0.08
C 1.31312 -4.03194 5.35923  -0.66
Cl 2.29516 -5.42323 5.50166  0.74
C 1.86439 -2.76487 5.60572  -0.07
C 1.09693 -1.62473 5.40867  0.04
H -2.04195 -0.65403 4.24935  0.15
H -1.85876 -3.09734 4.52737  0.13
H -0.44073 -5.15444 4.81091  0.11
H 2.89513 -2.68764 5.95576  0.12
H 1.49581 -0.64411 5.66877  0.14
C 7.18367 2.05793 1.34668  -0.13
C 5.85708 2.61212 0.85461  -0.28
C 4.71242 1.61895 1.05036  -0.25
C 3.36070 2.15565 0.58800  -0.23
C 2.23713 1.14316 0.83154  -0.29
C 0.86043 1.66991 0.42658  -0.29
Si -0.53058 0.41553 0.60901  0.64
C -2.06646 1.18235 -0.18637  -0.29
C -1.93742 1.54658 -1.67787  -0.27
C -3.23390 2.12314 -2.26837  -0.23
C -3.12080 2.46365 -3.75342  -0.24
C -4.40530 3.02447 -4.36399  -0.28
C -4.24480 3.35149 -5.84175  -0.12
C -0.06844 -1.11071 -0.42017  -0.29
C -1.16132 -2.20021 -0.46780  -0.27
C -1.67821 -2.59461 -1.86121  -0.23
C -0.62865 -3.20332 -2.79329  -0.24
C -1.18098 -3.56211 -4.17422  -0.28
C -0.11149 -4.14403 -5.08675  -0.12
H -0.72668 0.04328 2.06599  -0.01
H 7.97961 2.79061 1.20417  0.07
H 7.13930 1.81276 2.41088  0.07
H 7.46063 1.15133 0.80304  0.07
H 5.61378 3.53836 1.38862  0.11
H 5.92513 2.86578 -0.21000  0.11
H 4.93895 0.69290 0.50427  0.12
H 4.64665 1.35057 2.11373  0.11
H 3.13394 3.08963 1.11698  0.12
H 3.40879 2.40301 -0.48171  0.12
H 2.47021 0.22239 0.26800  0.10
H 2.22277 0.86186 1.89884  0.11
H 0.59129 2.56146 1.01415  0.09
H 0.86393 1.96633 -0.63446  0.08
H -2.89819 0.47714 -0.04214  0.07
H -2.31350 2.08079 0.39854  0.05
H -1.12069 2.27911 -1.81601  0.11
H -1.63957 0.65510 -2.26029  0.10
H -4.04665 1.39692 -2.11749  0.12
H -3.51331 3.02526 -1.70344  0.12
H -2.31119 3.19507 -3.89220  0.12
H -2.82724 1.56016 -4.30794  0.11
H -5.21274 2.29534 -4.22999  0.11
H -4.69753 3.92592 -3.81339  0.11
H -5.17342 3.75536 -6.24992  0.07
H -3.46089 4.09541 -6.00148  0.07
H -3.98735 2.46185 -6.42101  0.07
H 0.16483 -0.73682 -1.42829  0.07
H 0.86564 -1.53083 -0.01276  0.07
H -0.75662 -3.10215 0.02060  0.10
H -2.03615 -1.89099 0.12861  0.09
H -2.47491 -3.34001 -1.71773  0.11
H -2.15174 -1.73333 -2.35583  0.11
H 0.21426 -2.50555 -2.90874  0.11
H -0.22025 -4.11188 -2.32883  0.12
H -2.00266 -4.28315 -4.05868  0.11
H -1.61188 -2.66469 -4.63227  0.11
H -0.53074 -4.38526 -6.06835  0.07
H 0.70620 -3.43184 -5.23674  0.07
H 0.31308 -5.06190 -4.66907  0.07

E_LUMO = -2.27 eV

***

C13H44AsF6N2O9 | ωB97M-V/def2-TZVPD

Each line ends with the Löwdin charge.
Cartesian coordinates (Å):
As 0.38960 0.69490 -0.67394  0.81
F -1.05716 0.00228 0.00719  -0.23
F -0.25020 0.54477 -2.27882  -0.22
F 1.83171 1.47815 -1.30149  -0.25
F 1.02101 0.98695 0.93387  -0.24
F 1.15413 -0.86901 -0.75864  -0.23
F -0.42426 2.25247 -0.57513  -0.24
C 2.26023 0.89389 4.14011  -0.17
O 2.01947 1.68148 5.30952  -0.12
H 1.30337 0.72465 3.63833  0.06
H 2.97296 1.36189 3.46765  0.08
H 2.56803 -0.11898 4.41806  0.08
H 1.07391 1.67307 5.46495  0.07
C 1.49534 5.37606 -1.64643  -0.15
O 2.21164 4.24002 -2.13404  -0.13
H 0.56689 5.55036 -2.19747  0.08
H 1.23556 5.22434 -0.59631  0.07
H 2.12812 6.25611 -1.74415  0.07
H 1.72496 3.47908 -1.79663  0.03
C -3.99266 -1.69572 -1.04314  -0.17
O -4.24229 -1.22934 -2.35802  -0.14
H -4.90882 -2.21717 -0.75746  0.07
H -3.19942 -2.45920 -1.07237  0.07
H -3.64501 -0.97479 -0.29782  0.05
H -3.38114 -0.91103 -2.68360  0.04
C 0.20161 -2.77224 1.75262  -0.17
O 1.39494 -3.51531 1.92336  -0.12
H -0.17160 -2.82847 0.72395  0.07
H -0.60856 -3.21134 2.33293  0.07
H 0.39070 -1.72347 1.98526  0.06
H 2.16766 -3.03409 1.59502  0.02
C -0.61075 3.59376 2.40699  -0.18
O -0.66682 4.23657 1.16952  -0.13
H -1.51409 3.01936 2.65583  0.05
H 0.16342 2.81840 2.43966  0.06
H -0.42271 4.26608 3.24529  0.08
H -0.36431 3.63535 0.46276  0.03
C 3.46972 -0.87035 1.34670  -0.14
O 3.82968 -2.22863 1.12670  -0.13
H 3.37457 -0.28382 0.42982  0.06
H 2.50133 -0.84735 1.84200  0.05
H 4.24949 -0.44730 1.98918  0.09
H 4.74715 -2.26921 0.85105  0.09
C 4.39527 -0.49459 -3.02172  -0.68
O 5.47121 -0.88876 -3.48043  -0.02
N 4.07099 0.80338 -2.81862  0.16
N 3.40392 -1.32327 -2.57295  0.16
H 4.75174 1.53526 -2.77315  0.11
H 3.16125 0.94837 -2.40776  0.05
H 3.57378 -2.30874 -2.61647  0.10
H 2.64367 -0.86814 -2.08779  0.04
C -4.09767 1.23947 2.98305  -0.05
C -3.44369 0.02887 3.64424  -0.48
C -2.17408 -0.47874 2.99351  -0.05
O -3.24427 0.33414 5.04238  -0.07
H -3.51401 2.15981 2.91356  0.06
H -5.06940 1.52589 3.38452  0.07
H -4.22494 0.99620 1.91955  0.08
H -4.16966 -0.79112 3.62437  0.13
H -2.49786 -0.90179 2.04061  0.07
H -1.76562 -1.24885 3.64385  0.08
H -1.46137 0.30285 2.73168  0.07
H -4.04528 0.15005 5.53442  0.07
C -0.19861 -2.91628 -3.70875  -0.05
C -1.16375 -2.08516 -4.56841  -0.47
C -2.25497 -2.99454 -5.11492  -0.07
O -1.76187 -1.11454 -3.72432  -0.08
H 0.21418 -3.67853 -4.37617  0.08
H -0.67024 -3.35736 -2.83386  0.08
H 0.63547 -2.30898 -3.35166  0.06
H -0.73340 -1.66198 -5.48139  0.14
H -2.93442 -2.46408 -5.78591  0.08
H -2.88306 -3.36321 -4.29869  0.08
H -1.86493 -3.85789 -5.65337  0.07
H -1.13577 -0.40087 -3.52227  0.06

Total charge = -1
E_LUMO = 2.44 eV

***

C7H11N2O2 | ωB97M-V/def2-TZVPD

Each line ends with the natural charge from an NBO analysis.
Cartesian coordinates (Å):
C -3.36296 -2.03065 -1.59637  -0.63
C -0.99686 -1.19749 -1.26455  -0.21
C -2.21705 -1.60182 -0.74002  0.08
C -0.97744 -1.17782 0.93619  0.06
N -0.24290 -0.94889 -0.15079  -0.57
N -2.27236 -1.75584 0.58767  -0.55
H -0.62951 -1.13115 -2.22502  0.18
H 1.43428 -0.41573 -0.09471  0.54
H -3.64439 -1.41143 -2.48414  0.19
H -4.23585 -2.03323 -1.08113  0.20
H -0.50261 -1.38320 1.98127  0.17
H -3.10453 -3.02401 -1.78940  0.21
C 2.46945 2.24363 0.53099  -0.51
C 1.11350 2.22075 1.12157  -0.66
C 3.01963 0.88820 0.55069  0.77
O 3.97916 0.54290 1.27293  -0.63
O 2.50356 -0.15372 -0.10272  -0.76
H 2.48723 2.75443 -0.60794  0.21
H 3.16364 3.12269 0.89087  0.23
H 0.06201 2.21260 0.62419  0.25
H 1.08169 2.94191 1.88539  0.21
H 0.87228 1.33789 1.75504  0.24

Energy above the lowest of the compared OMol25 structures with the same formula, charge and spin = 3.062 eV
Total charge = -1
E_LUMO = 3.58 eV

***

C9H14 | ωB97M-V/def2-TZVPD

Each line ends with the natural charge from an NBO analysis.
Cartesian coordinates (Å):
C -0.25637 -2.55568 2.15698  -0.61
C -1.45368 -2.38914 1.24867  -0.61
H -0.16549 -3.59250 2.46229  0.20
H 0.69600 -2.41795 1.64452  0.20
H -0.32021 -1.92977 3.04428  0.21
H -1.50619 -3.12728 0.43661  0.20
H -2.38847 -2.53071 1.80832  0.20
H -1.61834 -1.38684 0.85757  0.21
C 0.06237 -0.23792 -2.38626  -0.63
C 1.66830 1.28527 -1.18803  -0.22
C 0.36455 0.87356 -1.43579  -0.01
C 1.89952 2.22725 -0.19656  -0.20
C 0.85716 2.81844 0.49654  -0.23
C -0.66795 1.37624 -0.64860  -0.22
C -0.44486 2.38312 0.28431  -0.20
H 2.43847 0.92137 -1.85464  0.21
H 2.89645 2.60237 -0.03904  0.21
H 0.90037 -0.52983 -3.01846  0.21
H -0.76629 -0.00904 -3.05648  0.22
H 1.10581 3.53509 1.26835  0.21
H -1.68761 1.04825 -0.79095  0.21
H -1.34935 2.76790 0.74532  0.21
H -0.26422 -1.13221 -1.83896  0.22

Energy above the lowest of the compared OMol25 structures with the same formula, charge and spin = 0.298 eV
SMILES = Cc1ccccc1.CC
E_LUMO = 1.01 eV

***

no.,highest occupied orbital energy (eV)
1,-4.4
2,-9.7
3,-7.5
4,-3.7
5,-9.0